Entry 1:
DFT (wB97M-V/def2-TZVPD) results for a structure of composition C42H103Cl4HfN6O21S2 at a distorted geometry.

Structure (ORCA input):
```
! wB97M-V def2-TZVPD RIJCOSX def2/J DEFGRID3
* xyz -1 1
Hf -2.25 4.52 -3.95
S -6.73 5.25 -2.42
O -7.05 4.76 -1.13
O -5.48 5.91 -2.32
O -6.09 4.27 -3.31
O -7.74 6.07 -3.11
S 0.17 7.79 -1.56
O -0.61 7.76 -2.79
O 1.55 8.01 -1.80
O -0.37 8.67 -0.57
O -0.16 6.38 -1.32
C -0.13 -0.37 0.58
C -1.45 -0.29 -0.22
O -1.70 0.83 -1.02
H 0.74 -0.26 -0.07
H -0.02 -1.34 1.06
H -0.13 0.44 1.31
H -2.18 -0.46 0.57
H -1.48 -1.16 -0.88
Cl 5.14 -4.61 7.17
C 5.35 -3.47 5.83
C 4.18 -2.60 5.54
Cl 4.53 -1.29 4.33
H 5.64 -4.03 4.94
H 6.17 -2.81 6.11
H 3.78 -2.21 6.48
H 3.38 -3.25 5.20
Cl -8.09 -2.03 0.84
C -8.12 -0.71 -0.31
C -7.83 -1.33 -1.70
Cl -9.17 -2.33 -2.39
H -7.23 -0.09 -0.20
H -9.01 -0.09 -0.28
H -6.96 -1.99 -1.63
H -7.58 -0.52 -2.38
C 4.13 -4.36 -3.74
O 5.26 -3.95 -4.48
C 5.51 -2.54 -4.52
C 6.55 -2.14 -5.55
N 7.92 -2.48 -5.12
C 8.85 -2.09 -6.09
C 10.26 -2.58 -5.66
O 10.42 -3.98 -5.53
C 11.77 -4.41 -5.28
H 3.19 -4.13 -4.24
H 4.15 -3.96 -2.73
H 4.21 -5.45 -3.74
H 5.85 -2.32 -3.50
H 4.57 -2.02 -4.71
H 6.49 -1.09 -5.84
H 6.32 -2.77 -6.41
H 7.93 -3.46 -4.87
H 8.96 -1.01 -5.96
H 8.58 -2.31 -7.12
H 10.53 -2.18 -4.69
H 11.05 -2.18 -6.31
H 12.01 -4.06 -4.27
H 12.53 -4.05 -5.97
H 11.74 -5.50 -5.36
C -0.74 6.02 4.25
O -1.96 6.27 4.89
C -2.90 5.22 4.71
C -3.75 5.32 3.40
N -4.32 6.58 2.99
C -5.31 6.98 3.97
C -5.87 8.37 3.67
O -4.83 9.35 4.01
C -5.20 10.69 3.71
H -0.14 6.88 4.53
H -0.85 6.08 3.16
H -0.33 5.05 4.51
H -3.58 5.41 5.54
H -2.49 4.21 4.80
H -4.48 4.52 3.37
H -3.07 5.12 2.57
H -4.79 6.45 2.11
H -5.03 6.91 5.02
H -6.18 6.33 3.84
H -6.76 8.57 4.27
H -6.13 8.40 2.62
H -5.21 10.83 2.63
H -4.46 11.47 3.90
H -6.18 10.91 4.13
C 6.29 4.73 -1.55
O 6.89 5.39 -2.71
C 8.23 5.04 -3.04
C 8.73 5.82 -4.25
N 8.43 7.25 -4.12
C 8.73 8.11 -5.30
C 7.90 9.39 -5.20
O 6.52 9.13 -5.14
C 5.73 10.21 -4.74
H 5.22 4.93 -1.46
H 6.81 4.99 -0.62
H 6.28 3.65 -1.63
H 8.35 3.99 -3.30
H 8.77 5.28 -2.12
H 8.25 5.36 -5.11
H 9.80 5.62 -4.18
H 9.05 7.54 -3.38
H 8.54 7.62 -6.26
H 9.80 8.29 -5.36
H 8.20 9.97 -6.07
H 8.24 10.07 -4.42
H 4.69 10.06 -5.00
H 6.05 11.18 -5.13
H 5.85 10.28 -3.66
C -5.23 -0.27 7.90
O -3.81 -0.62 7.92
C -3.50 -1.86 7.33
C -1.95 -2.18 7.09
N -1.26 -2.74 8.23
C -1.28 -1.93 9.44
C -0.70 -2.69 10.71
O -0.52 -1.62 11.67
C 0.01 -2.10 12.93
H -5.59 -0.08 6.89
H -5.40 0.63 8.50
H -5.85 -1.10 8.26
H -3.94 -1.71 6.34
H -4.02 -2.74 7.72
H -1.30 -1.38 6.73
H -1.91 -2.92 6.30
H -1.76 -3.60 8.40
H -2.29 -1.59 9.69
H -0.67 -1.04 9.28
H 0.25 -3.20 10.58
H -1.42 -3.42 11.07
H 0.98 -2.59 12.88
H -0.64 -2.79 13.47
H 0.21 -1.22 13.54
C 0.05 -9.62 3.61
O -0.39 -10.84 2.93
C -0.61 -11.87 3.85
C -1.15 -13.15 3.19
N -2.53 -12.82 2.84
C -3.16 -13.86 2.04
C -3.42 -15.19 2.76
O -2.18 -15.94 2.76
C -2.11 -17.25 3.31
H -0.64 -9.30 4.39
H -0.02 -8.76 2.95
H 1.05 -9.72 4.01
H -1.33 -11.59 4.62
H 0.36 -12.18 4.24
H -1.17 -14.03 3.83
H -0.63 -13.48 2.29
H -2.76 -11.90 2.49
H -2.60 -14.04 1.12
H -4.10 -13.47 1.66
H -4.18 -15.73 2.20
H -3.87 -15.01 3.74
H -1.15 -17.73 3.08
H -2.89 -17.86 2.85
H -2.30 -17.19 4.38
C -4.50 6.58 -6.99
O -4.38 5.17 -7.01
C -4.65 4.61 -8.30
C -4.78 3.12 -8.30
N -3.72 2.54 -7.51
C -3.97 1.11 -7.25
C -4.25 0.20 -8.44
O -5.50 0.39 -9.05
C -6.54 -0.15 -8.21
H -5.56 6.82 -7.08
H -4.11 7.12 -7.85
H -4.17 7.04 -6.06
H -3.91 4.99 -9.00
H -5.52 5.06 -8.76
H -4.76 2.82 -9.34
H -5.79 2.79 -8.03
H -2.90 2.48 -8.10
H -4.81 0.95 -6.57
H -3.18 0.83 -6.55
H -4.07 -0.83 -8.13
H -3.51 0.35 -9.22
H -6.69 0.42 -7.29
H -6.48 -1.22 -8.00
H -7.52 -0.13 -8.70
*
```

Summary:
Highest occupied orbital energy   -5.01 eV
HOMO-LUMO gap   0.0801 hartree


Entry 2:
DFT (wB97M-V/def2-TZVPD) results for a structure of composition C10H13HgNPS at a distorted geometry.

Structure (ORCA input):
```
! wB97M-V def2-TZVPD RIJCOSX def2/J DEFGRID3
* xyz -1 1
C -3.20 -1.61 0.35
C -2.51 -2.82 0.00
C -2.50 -2.90 -1.45
C -2.89 -1.58 -1.93
C -3.41 -0.85 -0.79
Hg -0.77 -1.66 -0.97
P 0.42 -1.77 1.40
H -3.49 -1.30 1.36
H -2.31 -3.64 0.70
H -2.34 -3.79 -2.06
H -3.88 0.14 -0.85
H -2.95 -1.28 -2.97
H 1.85 -1.79 1.37
H 0.08 -2.90 2.19
H 0.11 -0.67 2.26
S 0.64 0.59 -1.71
C 1.52 1.58 -0.66
N 2.72 2.12 -1.10
C 3.55 2.87 -0.32
C 3.20 3.15 0.97
C 1.95 2.74 1.44
C 1.10 1.98 0.63
H 2.99 1.88 -2.06
H 4.47 3.19 -0.80
H 3.88 3.70 1.61
H 1.63 3.01 2.44
H 0.13 1.62 0.96
*
```

Summary:
ΔE to the lowest compared entry with this formula, charge and spin   0.0 kcal per mole
Highest occupied orbital energy (alpha / beta)   -1.22 / -1.29 eV
HOMO-LUMO gap (alpha / beta)   0.1727 / 0.1656 hartree


Entry 3:
DFT (wB97M-V/def2-TZVPD) results for the ion C3H7NO2 with charge -1 at a distorted geometry.

Structure (ORCA input):
```
! wB97M-V def2-TZVPD RIJCOSX def2/J DEFGRID3
* xyz -1 2
O -2.16 0.22 1.66
C -1.51 0.63 0.61
C -0.29 -0.12 0.12
C 0.96 0.72 -0.04
O 2.19 -0.01 0.33
N -0.54 -0.86 -1.15
H -1.87 1.48 0.01
H -0.13 -0.85 0.93
H 1.12 0.95 -1.07
H 0.94 1.59 0.60
H 1.92 -0.90 0.58
H -0.99 -1.76 -1.01
H 0.36 -1.08 -1.58
*
```

Summary:
Expectation value of S²   0.75
ΔE to the lowest compared entry with this formula, charge and spin   32.9 kcal per mole
Highest occupied orbital energy (alpha / beta)   0.25 / -3.13 eV
HOMO-LUMO gap (alpha / beta)   0.1401 / 0.2595 hartree


| no. | calculated total energy (eV) |
| --- | --- |
| 1 | -170200.2732 |
| 2 | -36365.6569 |
| 3 | -8807.7961 |